1.
C23H49CoN4OP3 | ωB97M-V/def2-TZVPD

```
81
Properties=species:S:1:pos:R:3:lowdin_charge:R:1
H 1.38 4.01 0.73 0.043
H -1.25 -2.82 -0.18 0.061
P 1.25 -0.50 -1.94 0.749
C -2.29 1.65 3.71 -0.115
H -1.18 3.48 -1.97 0.042
H 3.91 -1.23 1.85 0.071
Co 0.34 0.22 -0.06 0.280
C 2.76 0.00 -2.90 -0.198
C -3.08 -1.90 0.48 -0.053
H -1.53 -0.52 1.21 0.046
H 2.25 2.96 -3.26 0.055
P 0.96 2.56 -1.20 0.834
C 0.51 -5.63 -0.80 0.058
C 1.64 -2.28 -1.78 -0.243
H -2.12 -3.25 -2.45 0.140
C -0.67 -4.91 -2.80 0.039
C -3.06 3.23 2.09 -0.120
C -0.05 -0.48 -3.25 -0.229
H 3.61 -1.42 0.10 0.047
H 0.72 -6.59 -2.72 0.159
H -4.07 0.11 1.33 0.089
H 2.53 0.83 -3.56 0.043
H 0.06 2.22 2.68 0.104
H -0.53 3.47 1.52 0.093
C 3.13 -1.26 1.07 -0.242
N -1.08 1.46 1.10 -0.150
O -0.13 -4.57 1.33 0.168
N -1.91 2.84 2.95 -0.063
H -3.34 -2.74 -0.17 0.075
H -2.72 -1.69 2.60 0.104
H -0.94 -5.06 -3.87 0.162
C -0.18 -4.65 -0.05 -0.185
H 1.91 -2.55 -0.76 0.017
H -2.77 4.12 1.50 0.138
H -1.56 -2.84 1.69 0.062
C 3.53 1.52 0.73 -0.220
C -3.77 0.94 1.97 -0.137
H 2.73 4.10 -1.96 0.063
H -2.58 1.01 -0.36 0.125
C 0.26 -5.74 -2.16 0.012
H -1.03 -0.19 -2.83 0.042
H -1.46 1.34 4.36 0.139
H 0.24 0.22 -4.05 0.065
C -2.29 1.84 0.30 -0.137
H 0.76 -2.86 -2.07 0.000
H 2.98 0.23 3.39 0.070
C 2.04 0.52 2.91 -0.231
H 2.45 -2.56 -2.46 0.075
C -1.33 -3.91 -2.06 -0.020
C -0.78 2.55 2.07 -0.165
H 1.84 1.57 3.18 0.053
H -0.69 2.08 -2.96 0.018
H 3.06 -0.86 -3.51 0.068
H -3.20 1.86 4.29 0.146
H 3.99 1.33 -0.25 0.035
H -3.91 3.49 2.74 0.143
H -4.60 1.19 2.64 0.150
H 1.28 -6.26 -0.31 0.159
C 2.47 3.06 -2.19 -0.239
N -2.61 0.51 2.78 -0.071
H -0.13 4.49 -0.10 0.049
H -3.61 -0.97 0.25 0.048
H -0.57 0.05 2.60 0.107
C -2.38 -2.09 1.62 -0.058
H 3.32 2.43 -1.92 0.011
H 4.32 1.42 1.49 0.081
H -0.13 -1.50 -3.67 0.052
H 2.45 -2.09 1.29 0.041
H 3.57 0.26 -2.22 0.042
H 0.11 3.66 -3.20 0.070
C -0.33 2.98 -2.46 -0.231
N -3.46 2.15 1.16 -0.055
C 0.90 4.14 -0.24 -0.250
H -2.08 2.75 -0.28 0.107
C -1.42 0.30 1.94 -0.249
H 1.44 4.93 -0.77 0.063
P 2.18 0.32 1.08 0.746
H 1.24 -0.11 3.32 0.044
C -0.99 -3.72 -0.72 -0.015
H 0.53 -5.19 1.64 0.133
H 3.15 2.55 0.75 0.040
```

Values from the calculation:
charge: +3
2S+1: 5
HOMO-LUMO gap (alpha / beta): 7.464 / 3.766 eV
HOMO (alpha / beta): -0.60073 / -0.60034 Ha
calculated total energy: -98116.0985 eV


2.
H16O8 | ωB97M-V/def2-TZVPD

```
24
Properties=species:S:1:pos:R:3:nbo_charge:R:1
H -1.99 -2.59 0.58 0.468
O -2.33 0.62 -2.76 -0.932
H 1.17 -1.70 1.69 0.498
H -1.48 1.01 -2.96 0.458
H 1.15 -0.32 -1.46 0.487
H -0.52 -3.06 0.16 0.463
O 2.55 1.62 2.47 -0.956
H 2.08 1.85 1.61 0.482
H -2.37 0.83 -1.82 0.464
H 0.88 3.10 0.66 0.508
H -2.86 1.32 0.29 0.441
O 1.86 -0.26 -2.19 -0.979
O 0.38 2.24 0.69 -0.971
O -0.27 0.00 -0.36 -0.961
O 1.16 -2.04 0.80 -1.003
H -0.44 2.38 1.16 0.498
H 0.25 -0.65 0.01 0.482
H 2.38 0.70 2.69 0.464
O -1.37 -3.17 -0.12 -0.935
H 1.90 -2.67 0.49 0.524
H -2.04 0.24 0.10 0.467
O -2.87 0.45 0.17 -0.912
H 2.72 -0.67 -1.90 0.464
H 0.06 0.78 0.01 0.479
```

Values from the calculation:
relative energy (zero: lowest compared OMol25 entry of this formula, charge and spin): 407.0 kJ/mol
HOMO-LUMO gap: 10.076 eV
HOMO: -0.38966 Ha
calculated total energy: -16637.7927 eV


3.
C4H12 | ωB97M-V/def2-TZVPD

```
16
Properties=species:S:1:pos:R:3:nbo_charge:R:1
H -1.32 2.76 -0.10 0.202
H -1.40 2.81 1.57 0.201
C 0.52 2.03 0.89 -0.605
H 0.71 2.04 1.90 0.197
H 0.93 -1.53 -2.11 0.204
H -0.87 -1.67 -1.85 0.212
H 0.11 -3.07 -2.10 0.206
H -1.49 1.20 0.89 0.206
H 1.38 -1.91 0.55 0.226
H 1.09 2.88 0.44 0.202
H 0.02 -3.01 0.26 0.203
C 0.11 -2.14 -1.60 -0.614
H 0.93 1.11 0.54 0.202
H -0.11 -1.22 0.27 0.202
C 0.44 -2.13 -0.15 -0.640
C -1.07 2.17 0.81 -0.604
```

Values from the calculation:
relative energy (zero: lowest compared OMol25 entry of this formula, charge and spin): 134.2 kJ/mol
HOMO-LUMO gap: 11.934 eV
HOMO: -0.39794 Ha
calculated total energy: -4341.1370 eV


4.
C17H21FN8O7PdS | ωB97M-V/def2-TZVPD

```
56
Properties=species:S:1:pos:R:3:nbo_charge:R:1
C 1.50 -0.14 -0.74 -0.167
C -0.36 -1.83 0.40 -0.320
N 0.34 5.25 2.00 -0.618
O 0.68 1.68 -2.58 -0.597
H 0.27 4.33 2.39 0.372
Pd 0.45 3.40 -3.52 1.037
H -1.05 6.32 -2.01 0.233
N -0.11 4.09 0.01 -0.104
H 1.20 -4.69 4.66 0.442
C -2.24 2.16 -3.25 0.777
O 2.34 3.88 -3.43 -0.946
C 1.90 -1.12 0.12 0.302
N -0.06 5.20 0.68 0.153
C -3.83 -1.44 0.66 -0.619
H 3.09 -5.12 2.92 0.223
H 0.93 -3.36 3.63 0.460
F 3.22 -1.23 0.39 -0.331
H -4.32 -0.48 0.54 0.231
N -0.52 4.42 -1.19 -0.301
C 0.55 -5.07 2.68 -0.229
H 2.22 0.55 -1.18 0.285
H -0.51 -5.02 2.94 0.230
H -0.03 -4.30 0.73 0.250
C -0.22 1.00 -2.06 0.580
O -1.44 2.95 -3.85 -0.705
H 3.01 -2.13 2.55 0.240
C 0.86 -4.36 1.35 -0.243
H 1.62 -4.91 0.78 0.201
H -0.21 5.94 2.49 0.379
H 0.87 -6.11 2.67 0.230
C -2.46 0.19 -1.81 0.125
N -0.43 6.27 0.02 -0.283
C 2.73 -4.16 3.28 -0.242
H -3.80 -1.89 -1.43 0.224
C -0.70 5.75 -1.17 0.162
N 1.31 -4.32 3.72 -0.508
C 0.99 -1.98 0.74 0.164
H -3.15 -1.37 1.51 0.199
H -1.08 -2.45 0.90 0.205
O 1.68 6.00 -2.47 -1.033
C -0.77 -0.91 -0.56 0.274
S 1.96 5.34 -3.73 2.535
O 0.63 5.11 -4.47 -0.942
C 0.17 -0.02 -1.11 -0.172
C -1.62 1.10 -2.35 -0.300
C -3.08 -1.82 -0.61 -0.203
H 3.34 -3.85 4.12 0.243
H 3.42 -3.37 1.37 0.224
N -2.08 -0.83 -0.99 -0.388
O -3.46 2.15 -3.37 -0.686
H -2.60 -2.79 -0.51 0.191
H -3.52 0.26 -2.04 0.252
O 2.94 5.99 -4.55 -0.976
N 1.33 -3.01 1.67 -0.491
H -4.59 -2.19 0.88 0.217
C 2.71 -3.09 2.16 -0.236
```

Values from the calculation:
relative energy (zero: lowest compared OMol25 entry of this formula, charge and spin): 329.0 kJ/mol
HOMO-LUMO gap: 4.681 eV
HOMO: -0.24569 Ha
calculated total energy: -61250.8382 eV


no.,maximum force (eV Å⁻¹)
1,4.074
2,7.910
3,4.425
4,1.870